Entry 1:
The following is a quantum chemistry calculation of the ion C2HNO2S with charge -2 in a non-equilibrium geometry, from OMol25.

Properties
Kohn-Sham gap (spin up / spin down) (Eh): 0.16592 / 0.17131
LUMO (spin up / spin down) (eV): 6.003 / 5.998
SMILES: [O-]C([O-])=NC=S
Molar mass (g/mol): 103.10
HOMO energy (spin up / spin down) (eV): 1.49 / 1.34
Max |F| (eV Å⁻¹): 8.087
Net charge: -2

Positions of all 7 atoms, in Å:
O1 -1.42 -1.10 -0.55
C1 -1.32 0.05 -0.13
O2 -2.07 0.65 0.68
N1 -0.12 0.85 -0.48
C2 1.25 0.00 0.03
S1 2.83 0.52 -0.08
H1 0.85 -0.97 0.53


Entry 2:
The following is a quantum chemistry calculation of a cluster of 2 separate species, C4H12 in total in a non-equilibrium geometry, from OMol25.

Properties
Kohn-Sham gap (Eh): 0.44022
LUMO (eV): 1.111
SMILES: CC.CC
Molar mass (g/mol): 60.14
HOMO energy (eV): -10.87
Max |F| (eV Å⁻¹): 4.197
Net charge: 0

Positions of all 16 atoms, in Å:
C1 -0.69 -1.88 -0.38
C2 -2.03 -1.30 -0.40
H1 -0.61 -2.84 0.26
H2 -0.28 -2.15 -1.41
H3 0.07 -1.09 -0.07
H4 -2.71 -2.09 -0.91
H5 -2.53 -1.09 0.55
H6 -2.12 -0.48 -1.12
C3 1.11 1.08 0.84
C4 1.61 2.17 -0.02
H7 0.76 1.39 1.86
H8 0.30 0.47 0.46
H9 1.92 0.40 1.16
H10 2.66 2.01 -0.33
H11 1.49 3.26 0.24
H12 1.01 1.89 -0.93


Entry 3:
The following is a quantum chemistry calculation of a structure of composition C26H32BFIN7O3RuS2, from OMol25.

Properties
Kohn-Sham gap (spin up / spin down) (Eh): 0.24699 / 0.23577
LUMO (spin up / spin down) (eV): -4.974 / -6.282
Molar mass (g/mol): 812.51
HOMO energy (spin up / spin down) (eV): -11.69 / -12.70
Expectation value of S²: 6.0300
Max |F| (eV Å⁻¹): 0.844
Net charge: +2
Multiplicity: 5

Positions of all 74 atoms, in Å:
Ru1 -3.11 -0.15 0.77
F1 3.55 -2.25 1.40
C1 3.11 -1.09 0.86
C2 1.78 -0.83 0.84
C3 1.30 0.37 0.32
C4 -0.14 0.60 0.27
O1 -0.90 -0.20 0.86
C5 -0.56 1.74 -0.46
C6 0.39 2.66 -0.84
N1 1.71 2.53 -0.68
C7 2.48 3.75 -0.96
C8 3.72 3.81 -1.80
C9 3.77 4.12 -0.32
C10 2.21 1.32 -0.16
C11 3.57 1.01 -0.17
C12 4.05 -0.19 0.34
N2 5.44 -0.46 0.26
C13 6.38 0.53 0.78
C14 7.54 0.64 -0.20
N3 7.71 -0.71 -0.88
C15 7.44 -1.82 0.10
C16 5.95 -1.82 0.44
C17 -1.96 2.04 -0.85
O2 -2.30 3.14 -1.23
O3 -2.78 1.00 -0.83
H1 1.08 -1.55 1.24
H2 0.04 3.58 -1.30
H3 1.79 4.57 -1.10
H4 3.79 4.63 -2.49
H5 4.14 2.89 -2.17
H6 3.88 5.15 -0.01
H7 4.23 3.41 0.36
H8 4.28 1.67 -0.64
H9 6.73 0.26 1.78
H10 5.90 1.50 0.87
H11 8.49 0.87 0.28
H12 7.36 1.36 -1.00
H13 8.63 -0.79 -1.30
H14 7.03 -0.77 -1.64
H15 8.08 -1.61 0.95
H16 7.76 -2.76 -0.35
H17 5.84 -2.21 1.45
H18 5.42 -2.49 -0.24
C18 -3.54 -4.16 2.62
N4 -4.52 -3.73 1.63
C19 -5.87 -4.03 1.69
C20 -6.42 -3.52 0.57
N5 -5.42 -2.93 -0.17
B1 -5.64 -2.34 -1.60
N6 -5.60 -0.73 -1.63
C21 -5.73 -0.11 -2.84
C22 -5.86 1.22 -2.63
N7 -5.82 1.41 -1.28
C23 -5.89 2.71 -0.60
C24 -5.63 0.22 -0.69
S1 -5.41 0.04 1.04
C25 -4.27 -3.08 0.48
S2 -2.72 -2.46 0.00
H19 -3.99 -4.12 3.60
H20 -2.68 -3.49 2.57
H21 -3.20 -5.17 2.41
H22 -6.30 -4.57 2.51
H23 -7.44 -3.53 0.22
H24 -6.76 -2.66 -1.93
H25 -4.79 -2.72 -2.36
H26 -5.74 -0.68 -3.76
H27 -5.99 2.04 -3.32
H28 -6.22 3.44 -1.33
H29 -4.91 2.98 -0.23
H30 -6.61 2.65 0.21
I1 -2.48 1.68 3.04
C26 -3.07 -0.34 2.80
H31 -4.01 -0.49 3.31
H32 -2.27 -1.00 3.13


Entry 4:
The following is a quantum chemistry calculation of a structure of composition C31H43ClF5N2O6OsSSeSi3Te in a non-equilibrium geometry, from OMol25.

Properties
Kohn-Sham gap (spin up / spin down) (Eh): 0.24411 / 0.17773
LUMO (spin up / spin down) (eV): 1.891 / -0.050
Molar mass (g/mol): 1183.25
HOMO energy (spin up / spin down) (eV): -4.75 / -4.89
Expectation value of S²: 6.0201
Max |F| (eV Å⁻¹): 1.297
Net charge: -1
Multiplicity: 5

Positions of all 95 atoms, in Å:
Os1 1.60 -0.48 0.94
C1 -4.87 -4.40 -0.10
C2 -4.51 -4.03 1.31
C3 -5.47 -3.70 2.25
C4 -5.10 -3.36 3.54
Cl1 -6.34 -2.93 4.70
C5 -3.78 -3.34 3.92
C6 -2.80 -3.65 2.99
C7 -3.16 -3.98 1.69
O1 -2.27 -4.35 0.73
C8 -0.92 -3.93 0.88
C9 -0.75 -2.40 0.85
O2 -1.59 -1.68 0.36
O3 0.42 -2.09 1.32
H1 -5.93 -4.23 -0.28
H2 -4.65 -5.46 -0.29
H3 -4.29 -3.82 -0.81
H4 -6.51 -3.71 1.97
H5 -3.50 -3.08 4.94
H6 -1.76 -3.62 3.28
H7 -0.40 -4.32 0.01
H8 -0.45 -4.35 1.77
O4 5.09 2.00 0.88
C10 4.05 1.44 0.76
N1 2.99 0.95 0.55
O5 -0.64 0.64 -2.24
C11 -0.18 -0.50 -2.13
C12 -0.78 -1.68 -2.88
C13 0.31 -2.74 -2.76
C14 1.22 -2.18 -1.67
O6 2.10 -2.81 -1.12
N2 0.90 -0.87 -1.39
H9 -1.02 -1.39 -3.90
H10 -1.70 -1.96 -2.37
H11 0.89 -2.84 -3.67
H12 -0.04 -3.74 -2.48
C15 0.41 5.94 -1.60
Si1 -0.62 4.66 -2.49
C16 -1.53 5.48 -3.92
C17 -1.86 3.90 -1.33
C18 0.51 3.33 -3.18
Te1 1.50 2.23 -1.64
C19 3.31 3.35 -1.97
Si2 4.43 2.39 -3.15
C20 5.88 3.47 -3.61
C21 5.01 0.81 -2.36
C22 3.50 1.96 -4.73
H13 -0.22 6.71 -1.14
H14 1.11 6.44 -2.27
H15 0.99 5.48 -0.80
H16 -2.17 6.28 -3.56
H17 -2.16 4.75 -4.44
H18 -0.83 5.90 -4.65
H19 -2.51 4.67 -0.88
H20 -1.37 3.36 -0.52
H21 -2.49 3.18 -1.85
H22 1.29 3.74 -3.83
H23 -0.08 2.60 -3.73
H24 3.80 3.46 -1.01
H25 3.06 4.34 -2.36
H26 6.46 3.75 -2.72
H27 5.56 4.39 -4.10
H28 6.56 2.95 -4.29
H29 5.62 1.01 -1.48
H30 5.61 0.23 -3.07
H31 4.17 0.18 -2.04
H32 3.24 2.85 -5.31
H33 2.57 1.42 -4.52
H34 4.12 1.31 -5.35
C23 -2.02 3.25 2.77
Si3 -1.94 1.44 2.30
C24 -1.90 0.36 3.82
C25 -3.33 0.99 1.14
Se1 0.02 1.31 1.11
H35 -3.00 3.51 3.16
H36 -1.81 3.87 1.90
H37 -1.27 3.47 3.53
H38 -2.57 0.75 4.59
H39 -0.89 0.31 4.23
H40 -2.22 -0.65 3.56
H41 -4.31 1.11 1.61
H42 -3.20 -0.05 0.83
H43 -3.28 1.61 0.25
F1 0.63 -5.65 5.54
C26 1.24 -4.74 4.78
C27 0.78 -3.43 4.74
F2 -0.28 -3.08 5.49
C28 1.42 -2.50 3.96
F3 0.95 -1.24 4.00
C29 2.52 -2.81 3.16
S1 3.35 -1.64 2.14
C30 2.96 -4.13 3.22
F4 4.01 -4.53 2.49
C31 2.34 -5.08 4.01
F5 2.80 -6.34 4.04


Going through the records in order, we get ΔE to the lowest compared entry with this formula, charge and spin values of 2.874, 1.089, 0.145, 0.672 eV.